No. 1
{"formula": "C2H3N3OS", "method": "ωB97M-V/def2-TZVPD", "molar_mass_g_mol": 117.13, "homo_energy_ev": -8.99, "energy_ev": -19472.27396, "e_above_lowest_kj_mol": 271.4, "homo_lumo_gap_ev": 8.86, "lumo_ha": -0.00485, "symbols": ["C", "C", "H", "H", "H", "N", "N", "N", "O", "S"], "positions_angstrom": [[-0.55291, 0.76578, 0.13023], [0.22858, -0.38474, 0.03177], [0.71503, 2.07358, 0.80289], [-2.52870, -1.61498, -0.19450], [2.06511, -1.51421, 0.14413], [-1.83141, 0.37702, 0.00738], [-1.73018, -0.94192, 0.04079], [-0.47951, -1.42614, -0.05176], [-0.19840, 2.06104, -0.16076], [1.97310, -0.23635, -0.02583]], "atomic_forces_ev_per_a": [[-2.71, 0.44, -2.54], [2.83, 2.86, 0.23], [-3.66, 0.77, -4.34], [1.63, 1.85, 0.59], [0.63, -1.41, 0.27], [0.77, 0.15, 0.95], [-1.54, -2.14, -1.15], [-2.12, -2.24, 0.42], [4.36, -0.99, 5.77], [-0.20, 0.71, -0.20]], "mulliken_charge": [0.412, 0.488, 0.392, 0.291, 0.149, -0.563, 0.238, -0.617, -0.535, -0.256]}

No. 2
{"formula": "C2H3N3OS", "method": "ωB97M-V/def2-TZVPD", "molar_mass_g_mol": 117.13, "homo_energy_ev": -9.10, "energy_ev": -19470.34522, "e_above_lowest_kj_mol": 457.5, "homo_lumo_gap_ev": 7.94, "smiles": "CN(C#N)[N+]([O-])=S", "lumo_ha": -0.04267, "symbols": ["C", "C", "N", "N", "N", "O", "S", "H", "H", "H"], "positions_angstrom": [[-0.57007, -1.20569, 0.51242], [0.88634, -0.02940, -0.91623], [-0.60450, -2.35924, 0.61434], [-0.11092, -0.00687, 0.13308], [-0.53276, 1.08841, 0.70823], [-0.33881, 2.16637, 0.31207], [-1.78553, 0.48311, 2.01772], [0.33199, -0.28594, -1.85521], [1.22627, 0.99365, -0.90285], [1.49799, -0.84440, -0.62357]], "atomic_forces_ev_per_a": [[-0.11, -1.36, 1.02], [-1.99, 0.49, -0.93], [-0.18, 0.56, -0.25], [1.03, -0.33, -1.24], [-4.85, -2.82, 3.73], [1.34, 1.73, -0.87], [1.58, 1.63, -1.27], [0.82, 0.38, 0.51], [1.01, -0.02, -0.53], [1.35, -0.24, -0.18]], "mulliken_charge": [0.562, -0.836, -0.409, -0.009, 0.555, -0.563, -0.273, 0.295, 0.341, 0.337]}

No. 3
{"formula": "C2H3N3OS", "method": "ωB97M-V/def2-TZVPD", "molar_mass_g_mol": 117.13, "homo_energy_ev": [-6.30, -10.62], "energy_ev": -19465.16632, "e_above_lowest_kj_mol": 551.7, "spin_multiplicity": 3, "homo_lumo_gap_ev": [6.46, 7.55], "lumo_ha": [0.00596, -0.11279], "symbols": ["C", "C", "N", "N", "N", "O", "S", "H", "H", "H"], "positions_angstrom": [[-2.17744, -1.85597, 0.46066], [-1.10625, -1.94348, 0.98168], [1.60907, 0.95582, 0.95734], [-0.25399, 1.67307, -0.31325], [0.91228, 1.44371, 0.09066], [0.68293, 0.75711, -2.53518], [0.75143, 1.86596, -1.64747], [-2.86600, -1.86890, -0.38937], [-0.22552, -1.90635, 1.52738], [2.67350, 0.87904, 0.86757]], "atomic_forces_ev_per_a": [[-0.52, -0.25, -2.01], [-0.60, 0.26, 0.18], [0.27, -1.18, 0.79], [-0.25, -0.68, 0.75], [2.37, -1.31, 7.43], [-0.47, -3.33, -1.93], [-0.13, 5.75, -6.60], [0.15, 0.11, 1.18], [0.99, -0.10, 0.64], [-1.82, 0.72, -0.45]], "mulliken_spin": [-0.003, 0.013, 0.355, 0.261, 0.316, 0.335, 0.672, 0.000, -0.006, 0.058]}

No. 4
{"formula": "C2H3N3OS2", "method": "ωB97M-V/def2-TZVPD", "molar_mass_g_mol": 149.20, "homo_energy_ev": -8.20, "energy_ev": -30306.97030, "e_above_lowest_kj_mol": 306.9, "homo_lumo_gap_ev": 7.91, "lumo_ha": -0.01079, "symbols": ["C", "C", "H", "H", "H", "N", "N", "N", "O", "S", "S"], "positions_angstrom": [[1.65686, -0.47477, -0.17393], [-0.13421, 0.70665, -0.15099], [3.88935, 0.33383, 0.68598], [3.49723, -1.37500, -0.02707], [-1.80325, -1.20041, 1.49484], [2.97476, -0.57766, 0.36875], [0.65044, -1.36942, -0.46205], [-0.47973, -0.57936, -0.36574], [1.22592, 0.71513, 0.03279], [-2.06668, -1.36474, 0.15729], [-0.84237, 2.16564, 0.01438]], "atomic_forces_ev_per_a": [[0.26, -2.80, 1.37], [-0.56, 1.51, 0.92], [-4.73, -3.28, -1.96], [-0.42, 0.63, 0.53], [-0.15, -0.11, -0.68], [2.93, 0.30, -0.48], [4.06, 0.87, 0.98], [-1.62, -0.18, 0.16], [-1.21, 1.89, -0.48], [2.46, 1.40, -0.20], [-1.01, -0.21, -0.16]], "mulliken_charge": [0.530, 0.210, 0.347, 0.286, 0.173, -0.528, -0.637, 0.283, -0.261, -0.017, -0.387]}

No. 5
{"formula": "C2H3N3S", "method": "ωB97M-V/def2-TZVPD", "molar_mass_g_mol": 101.13, "homo_energy_ev": [-7.47, -7.47], "energy_ev": -17423.82156, "e_above_lowest_kj_mol": 383.5, "homo_lumo_gap_ev": [7.29, 7.29], "lumo_ha": [-0.00671, -0.00637], "symbols": ["C", "C", "N", "N", "N", "S", "H", "H", "H"], "positions_angstrom": [[-0.73727, 0.08756, -0.16946], [-0.10372, -1.23421, -0.11088], [-0.11210, 1.20246, -0.05468], [1.10754, -1.52834, 0.01822], [1.12210, 1.47385, 0.01501], [2.10997, -0.00856, -0.13923], [-1.82404, -0.02102, 0.12354], [-0.89919, -2.10613, 0.16148], [-0.66329, 2.13438, 0.15600]], "atomic_forces_ev_per_a": [[-3.42, -3.26, -0.03], [-2.53, -1.56, 1.69], [-0.74, 4.60, 1.44], [1.08, 1.50, -0.08], [1.26, -1.57, 0.00], [0.30, -0.07, -0.46], [1.35, 1.05, -0.79], [1.88, 1.87, -1.07], [0.82, -2.55, -0.70]], "mulliken_charge": [-0.043, 0.073, 0.233, -0.407, -0.585, -0.011, 0.201, 0.228, 0.311]}

No. 6
{"formula": "C2H3N3S2", "method": "ωB97M-V/def2-TZVPD", "molar_mass_g_mol": 133.20, "homo_energy_ev": [-8.94, -8.93], "energy_ev": -28257.88188, "e_above_lowest_kj_mol": 471.5, "homo_lumo_gap_ev": [7.74, 7.73], "lumo_ha": [-0.04398, -0.04405], "symbols": ["C", "C", "N", "N", "N", "S", "S", "H", "H", "H"], "positions_angstrom": [[-0.49498, 0.40160, -0.65893], [-0.12398, -1.80111, 0.42127], [0.66277, 0.92296, -1.00833], [0.58472, 2.18130, -0.95919], [-0.48155, 2.70864, -0.58226], [-1.66670, 1.63924, -0.32881], [0.57718, -1.21828, 1.82739], [-1.11621, -2.19142, 0.47910], [0.52062, -1.95479, -0.37135], [1.53813, -0.68814, 1.18111]], "atomic_forces_ev_per_a": [[-0.85, -3.09, 0.88], [-1.34, 2.98, -0.22], [-1.36, -4.10, 0.54], [2.45, 4.51, -0.33], [-0.74, 2.95, -0.29], [0.69, -2.29, 0.20], [-1.27, -0.72, 1.69], [-0.26, -0.44, -0.13], [0.79, -0.69, -1.58], [1.89, 0.89, -0.75]], "mulliken_charge": [0.039, -0.479, -0.051, -0.409, -0.049, 0.075, -0.035, 0.334, 0.401, 0.174]}

No. 7
{"formula": "C2H3N3S2", "method": "ωB97M-V/def2-TZVPD", "molar_mass_g_mol": 133.20, "homo_energy_ev": -8.02, "energy_ev": -28261.69657, "e_above_lowest_kj_mol": 103.5, "homo_lumo_gap_ev": 8.27, "smiles": "S=c1nc[nH]n1S", "lumo_ha": 0.00905, "symbols": ["C", "C", "H", "H", "H", "N", "N", "N", "S", "S"], "positions_angstrom": [[-0.07515, -1.29392, -0.96618], [-0.11925, -0.54927, 1.02782], [1.06898, 2.34445, 1.11919], [-0.17229, 0.71063, -1.89079], [-0.06431, -1.93988, -1.83637], [-0.02499, 0.52151, 0.18267], [-0.03895, 0.06562, -1.11311], [-0.06584, -1.70162, 0.27630], [-0.12462, 2.18095, 0.52255], [-0.38358, -0.33845, 2.67792]], "atomic_forces_ev_per_a": [[0.22, 0.48, -0.54], [-0.52, 0.31, 1.93], [0.09, -0.22, -0.10], [0.12, -0.54, 0.39], [-0.07, 0.09, 0.13], [-0.07, 1.03, -0.01], [0.21, -1.16, 0.07], [-0.17, 0.54, -0.82], [-0.27, -0.15, -0.08], [0.47, -0.38, -0.97]], "mulliken_charge": [0.007, 0.143, 0.166, 0.266, 0.407, 0.095, -0.162, -0.440, -0.096, -0.386]}

No. 8
{"formula": "C2H3N3S2", "method": "ωB97M-V/def2-TZVPD", "molar_mass_g_mol": 133.20, "homo_energy_ev": -8.81, "energy_ev": -28258.98654, "e_above_lowest_kj_mol": 364.9, "homo_lumo_gap_ev": 7.86, "lumo_ha": -0.03487, "symbols": ["C", "C", "H", "H", "H", "N", "N", "N", "S", "S"], "positions_angstrom": [[0.86760, -0.29129, -0.02250], [-0.45045, 0.14735, -0.27665], [3.10619, -0.05960, 0.13308], [-2.35432, -1.12191, 0.35696], [-0.79037, 2.84865, -1.16896], [0.73553, -1.24638, 0.99541], [-0.48995, -1.62331, 1.19953], [-1.30176, -0.65901, 0.46604], [2.24891, 0.82665, -0.33287], [-1.57136, 1.17885, -1.35004]], "atomic_forces_ev_per_a": [[-2.48, 1.79, 1.46], [-2.67, -0.65, -0.88], [0.63, -0.27, 0.14], [3.65, 2.43, -0.10], [-1.65, -3.81, -0.31], [-0.09, -0.62, -0.91], [0.31, 3.30, -1.74], [-0.35, -4.17, 1.21], [-0.96, -0.98, 0.08], [3.60, 2.98, 1.05]], "mulliken_charge": [0.327, 0.151, 0.147, 0.318, 0.154, -0.157, -0.405, -0.057, -0.228, -0.250]}